{
  "formula": "C34H76N3O4P",
  "method": "ωB97M-V/def2-TZVPD",
  "e_lumo_ev": 0.38,
  "fmax_ev_per_a": 0.40,
  "spin_multiplicity": 1,
  "charge": 0,
  "smiles": "CCC(=O)OCC[C@@H]1C(=O)NC(N)(N)[C@@H]1P(C)O.CCCCCC.CCCCCC.CCCCCC.CCCCCC",
  "symbols": ["C", "C", "C", "O", "O", "C", "C", "C", "C", "O", "N", "C", "N", "N", "C", "P", "C", "O", "H", "H", "H", "H", "H", "H", "H", "H", "H", "H", "H", "H", "H", "H", "H", "H", "H", "H", "H", "H", "C", "C", "C", "C", "C", "C", "H", "H", "H", "H", "H", "H", "H", "H", "H", "H", "H", "H", "H", "H", "C", "C", "C", "C", "C", "C", "H", "H", "H", "H", "H", "H", "H", "H", "H", "H", "H", "H", "H", "H", "C", "C", "C", "C", "C", "C", "H", "H", "H", "H", "H", "H", "H", "H", "H", "H", "H", "H", "H", "H", "C", "C", "C", "C", "C", "C", "H", "H", "H", "H", "H", "H", "H", "H", "H", "H", "H", "H", "H", "H"],
  "xyz": [[3.6742, 1.0261, -0.3203], [4.3414, -0.3075, 0.0307], [4.5965, -1.2569, -1.1180], [5.6886, -1.5612, -1.4914], [3.4951, -1.8527, -1.6722], [2.6822, -1.1232, -2.5899], [1.2071, -1.2931, -2.2708], [0.8647, -1.1202, -0.7701], [0.3406, -2.4803, -0.3082], [0.9768, -3.4634, -0.1084], [-1.1066, -2.4133, -0.2201], [-1.3143, -1.0616, 0.3044], [-0.8766, -1.1831, 1.6954], [-2.6875, -0.6895, 0.0572], [-0.2796, -0.1297, -0.4051], [-1.0794, 0.8740, -1.7464], [0.3414, 1.8744, -2.3690], [-1.7837, 2.0220, -0.7719], [2.6100, 0.9133, -0.5380], [4.1451, 1.4928, -1.1882], [3.7765, 1.7112, 0.5217], [5.3171, -0.1150, 0.4751], [3.7411, -0.8367, 0.7768], [2.9650, -0.0658, -2.6011], [2.8837, -1.5229, -3.5884], [0.9013, -2.2875, -2.6075], [0.6654, -0.5820, -2.8911], [1.7622, -0.8758, -0.2033], [-1.4796, -2.4623, -1.1698], [-1.3923, -1.9339, 2.1436], [-1.0122, -0.3247, 2.2180], [-2.9253, 0.1913, 0.4980], [-3.3130, -1.4145, 0.3906], [0.0858, 0.5778, 0.3504], [0.7794, 1.4120, -3.2548], [1.1359, 2.0851, -1.6534], [-0.1007, 2.8220, -2.6871], [-1.1552, 2.4254, -0.1592], [1.1355, 4.1011, 0.3570], [2.2089, 4.7139, 1.2474], [2.0649, 4.3312, 2.7173], [0.7578, 4.7911, 3.3669], [0.5048, 6.2962, 3.3103], [1.5703, 7.1189, 4.0267], [0.1363, 4.4423, 0.6393], [1.2875, 4.3702, -0.6883], [1.1612, 3.0096, 0.4300], [2.1931, 5.8015, 1.1394], [3.1916, 4.3913, 0.8928], [2.9126, 4.7343, 3.2770], [2.1365, 3.2417, 2.8103], [0.7705, 4.4732, 4.4148], [-0.0867, 4.2682, 2.9070], [-0.4699, 6.4996, 3.7608], [0.4287, 6.6238, 2.2695], [1.6459, 6.8264, 5.0764], [1.3339, 8.1828, 3.9933], [2.5545, 6.9887, 3.5738], [4.4925, -2.2360, -8.4573], [4.3022, -1.8372, -6.9978], [5.5723, -1.2989, -6.3406], [6.7398, -2.2874, -6.2888], [6.4236, -3.6089, -5.5878], [5.9932, -3.4255, -4.1371], [5.2219, -3.0406, -8.5616], [3.5567, -2.5833, -8.8973], [4.8455, -1.3880, -9.0487], [3.9271, -2.6949, -6.4320], [3.5252, -1.0699, -6.9346], [5.3336, -0.9697, -5.3253], [5.8976, -0.4024, -6.8789], [7.5734, -1.8032, -5.7705], [7.0944, -2.4929, -7.3028], [7.3107, -4.2462, -5.6306], [5.6439, -4.1440, -6.1385], [6.7631, -2.9160, -3.5565], [5.7948, -4.3849, -3.6573], [5.0815, -2.8323, -4.0566], [-9.5051, -2.5525, -1.4266], [-8.4871, -3.4151, -2.1649], [-7.7453, -4.3959, -1.2578], [-6.9233, -3.7438, -0.1439], [-5.8747, -2.7433, -0.6275], [-4.8099, -3.3550, -1.5320], [-9.0296, -1.9233, -0.6723], [-10.0354, -1.8930, -2.1146], [-10.2473, -3.1744, -0.9210], [-7.7706, -2.7713, -2.6828], [-8.9979, -3.9843, -2.9458], [-7.0949, -5.0249, -1.8715], [-8.4724, -5.0737, -0.7993], [-6.4232, -4.5334, 0.4258], [-7.5934, -3.2439, 0.5607], [-5.3906, -2.3067, 0.2517], [-6.3600, -1.9117, -1.1455], [-4.2845, -4.1655, -1.0214], [-4.0725, -2.6044, -1.8224], [-5.2432, -3.7605, -2.4474], [-3.3786, 0.3765, 7.9681], [-1.8769, 0.6415, 7.9659], [-1.4969, 1.9977, 7.3731], [-1.8997, 2.1938, 5.9101], [-1.3418, 1.1457, 4.9488], [0.1816, 1.1098, 4.9021], [-3.7876, 0.3578, 6.9565], [-3.6081, -0.5841, 8.4306], [-3.9090, 1.1511, 8.5265], [-1.3656, -0.1593, 7.4240], [-1.5023, 0.5952, 8.9915], [-0.4182, 2.1422, 7.4785], [-1.9646, 2.7883, 7.9683], [-1.5623, 3.1841, 5.5862], [-2.9897, 2.2069, 5.8281], [-1.7320, 1.3604, 3.9479], [-1.7188, 0.1535, 5.2136], [0.5840, 2.0833, 4.6109], [0.5354, 0.3718, 4.1790], [0.6098, 0.8454, 5.8696]],
  "mulliken_charge": [-0.48, -0.66, 0.34, -0.52, -0.28, -0.09, -1.05, 1.20, -0.79, -0.54, -0.40, 1.14, -0.44, -0.43, -0.35, -0.29, -0.75, -0.51, -0.15, 0.39, 0.31, 0.42, 0.35, 0.24, 0.18, 0.56, 0.42, -0.54, 0.39, 0.26, 0.04, 0.23, 0.06, 0.52, 0.44, 0.03, 0.40, 0.33, -0.82, -0.77, -0.74, -0.36, -0.72, -1.25, 0.41, 0.47, -0.08, 0.43, 0.38, 0.38, 0.31, 0.42, 0.29, 0.41, 0.28, 0.30, 0.40, 0.29, -1.38, -0.20, -0.53, -0.78, -0.45, -0.66, 0.30, 0.39, 0.31, 0.24, 0.39, 0.13, 0.41, 0.38, 0.33, 0.37, 0.25, 0.30, 0.44, -0.22, -1.20, -0.34, -0.77, -0.91, -0.08, -1.06, 0.28, 0.38, 0.30, 0.25, 0.38, 0.31, 0.41, 0.41, 0.35, 0.19, 0.19, 0.30, 0.24, 0.39, -1.21, -0.38, -0.77, -0.81, -0.14, -0.94, 0.28, 0.39, 0.30, 0.23, 0.39, 0.31, 0.41, 0.27, 0.38, 0.20, 0.37, -0.04, 0.45, 0.33]
}